{
  "formula": "C5H8N2",
  "method": "ωB97M-V/def2-TZVPD",
  "largest_force_ha_per_bohr": 0.0114,
  "spin_multiplicity": 1,
  "charge": 0,
  "de_lowest_kcal_mol": 69.8,
  "lumo_energy_ev": 1.03,
  "symbols": ["C", "C", "C", "N", "C", "N", "C", "H", "H", "H", "H", "H", "H", "H", "H"],
  "coordinates": [[1.73, -0.68, -2.38], [-0.06, 0.27, -0.93], [-1.17, 0.10, -0.25], [-1.27, 0.00, 1.16], [-0.41, 0.58, 2.01], [-0.79, 0.40, 3.29], [0.99, 0.44, -1.68], [1.98, -0.39, -3.41], [2.66, -0.92, -1.87], [1.11, -1.58, -2.42], [-2.12, 0.07, -0.77], [-2.11, -0.49, 1.48], [-0.26, 0.83, 4.02], [-1.64, -0.09, 3.58], [1.37, 1.45, -1.83]]
}